(1)
Formula: C2H6OS
Source: the Open Molecules 2025 dataset
Level of theory: ωB97M-V with the def2-TZVPD basis set

## Properties
* gap between HOMO and LUMO: 10.521 eV
* E_HOMO: -9.802 eV
* energy: -553.1611 a.u.
* relative energy (zero: lowest compared OMol25 entry of this formula, charge and spin): 111.1 kJ/mol
* LUMO energy: 0.72 eV
* SMILES: C[C@H](O)S

```
! wB97M-V def2-TZVPD RIJCOSX def2/J DEFGRID3
* xyz 0 1
C -0.94586 -0.71483 -0.10024
C 0.19081 0.16432 0.44906
O -0.16368 1.80940 0.12637
S 1.88027 -0.19529 0.05973
H -0.66994 -0.86886 -1.06692
H -1.84447 0.06675 -0.01809
H -1.01537 -1.68838 0.46326
H 0.05818 0.09884 1.45292
H 0.75792 2.07005 -0.14064
H 1.75214 -0.74200 -1.22544
*
```


(2)
Formula: C2H6OS2
Source: the Open Molecules 2025 dataset
Level of theory: ωB97M-V with the def2-TZVPD basis set

## Properties
* gap between HOMO and LUMO: 8.877 eV
* E_HOMO: -8.693 eV
* energy: -951.3542 a.u.
* relative energy (zero: lowest compared OMol25 entry of this formula, charge and spin): 99.4 kJ/mol
* LUMO energy: 0.18 eV
* SMILES: C=CO.SS

```
! wB97M-V def2-TZVPD RIJCOSX def2/J DEFGRID3
* xyz 0 1
C 1.08037 -0.93742 -0.19072
C 1.69689 -0.76223 -1.35939
O 1.80748 0.42184 -2.00836
H 0.69900 -1.89290 0.14738
H 1.10719 -0.21939 0.61732
H 2.18770 -1.57355 -1.86306
H 1.14635 1.01633 -1.63105
S -1.66776 0.25043 1.83377
S -2.73188 1.65067 0.69616
H -2.71393 -0.54030 2.11300
H -2.61142 2.58651 1.64496
*
```


(3)
Formula: C2H6OS2
Source: the Open Molecules 2025 dataset
Level of theory: ωB97M-V with the def2-TZVPD basis set

## Properties
* gap between HOMO and LUMO: 8.890 eV
* E_HOMO: -8.387 eV
* energy: -951.3802 a.u.
* relative energy (zero: lowest compared OMol25 entry of this formula, charge and spin): 31.2 kJ/mol
* LUMO energy: 0.50 eV
* SMILES: CC=O.SS

```
! wB97M-V def2-TZVPD RIJCOSX def2/J DEFGRID3
* xyz 0 1
C 1.00988 -0.64766 -1.53574
C 0.33503 -1.69011 -0.66833
O 0.14009 -1.43031 0.49386
H 1.73821 -0.13727 -0.91289
H 1.50110 -1.03796 -2.42559
H 0.24269 0.06649 -1.83874
H 0.00900 -2.65742 -1.07639
S -1.96774 2.53999 1.67387
S -0.50407 1.39892 2.60954
H -1.13624 3.20366 0.88416
H -1.36795 0.39167 2.79624
*
```


(4)
Formula: C2H6OS2
Source: the Open Molecules 2025 dataset
Level of theory: ωB97M-V with the def2-TZVPD basis set

## Properties
* gap between HOMO and LUMO: 9.584 eV
* E_HOMO: -8.925 eV
* energy: -951.3514 a.u.
* relative energy (zero: lowest compared OMol25 entry of this formula, charge and spin): 106.7 kJ/mol
* LUMO energy: 0.66 eV
* SMILES: CC=O.SS

```
! wB97M-V def2-TZVPD RIJCOSX def2/J DEFGRID3
* xyz 0 1
C -1.09605 3.91760 0.63371
C -1.29645 2.44961 1.03442
O -0.56632 1.42005 0.86778
H -0.21281 4.35525 -0.02679
H -1.87615 4.01394 -0.14761
H -1.14034 4.54049 1.60432
H -2.29226 2.17205 1.47872
S 1.56615 -1.86922 -0.01906
S -0.17907 -1.89512 -1.07551
H 2.23244 -1.15357 -0.97902
H -0.01861 -3.26236 -1.36745
*
```


(5)
Formula: C2H6OS2
Source: the Open Molecules 2025 dataset
Level of theory: ωB97M-V with the def2-TZVPD basis set

## Properties
* gap between HOMO and LUMO: 9.235 eV
* E_HOMO: -8.757 eV
* energy: -951.3718 a.u.
* relative energy (zero: lowest compared OMol25 entry of this formula, charge and spin): 53.2 kJ/mol
* LUMO energy: 0.48 eV
* SMILES: C=O.CSS

```
! wB97M-V def2-TZVPD RIJCOSX def2/J DEFGRID3
* xyz 0 1
C 1.38182 0.81948 -3.04208
O 2.42151 0.76265 -2.45808
H 0.51440 0.21834 -2.73663
H 1.28350 1.43701 -3.96427
C -0.91781 -1.43186 2.02960
S 0.28970 -0.13584 1.71121
S -0.82873 1.22710 0.60205
H -0.61489 -1.92164 2.94123
H -1.90330 -0.98373 2.14301
H -0.96354 -2.17743 1.26003
H -0.66265 2.18593 1.51394
*
```


(6)
Formula: C2H6OS3
Source: the Open Molecules 2025 dataset
Level of theory: ωB97M-V with the def2-TZVPD basis set

## Properties
* gap between HOMO and LUMO: 7.998 eV
* E_HOMO: -8.509 eV
* energy: -1349.5421 a.u.
* relative energy (zero: lowest compared OMol25 entry of this formula, charge and spin): 46.3 kJ/mol
* LUMO energy: -0.51 eV

```
! wB97M-V def2-TZVPD RIJCOSX def2/J DEFGRID3
* xyz 0 1
C -0.01457 -1.09444 -0.21920
C -0.65752 -0.14101 0.75430
O 0.67194 1.52824 -1.00270
S 1.36227 -1.96004 0.64673
S -2.11452 0.64771 0.39807
S 0.23117 0.56952 1.97006
H 0.47885 -0.47190 -0.96318
H -0.77324 -1.86109 -0.44306
H 1.65680 1.47417 -1.24585
H 0.42024 2.45043 -1.22665
H -2.69396 -0.21562 -0.31370
H 1.43255 -0.92597 1.64518
*
```


(7)
Formula: C2H6OSn
Source: the Open Molecules 2025 dataset
Level of theory: ωB97M-V with the def2-TZVPD basis set

## Properties
* gap between HOMO and LUMO: 6.345 eV
* E_HOMO: -19.405 eV
* energy: -368.5388 a.u.
* relative energy (zero: lowest compared OMol25 entry of this formula, charge and spin): 91.5 kJ/mol
* LUMO energy: -13.06 eV

```
! wB97M-V def2-TZVPD RIJCOSX def2/J DEFGRID3
* xyz 2 1
Sn 3.43395 -0.62388 -0.48792
C -0.74213 -0.69803 0.59521
C -0.50293 0.44985 -0.35016
O 0.94418 0.64504 -0.54453
H -1.78162 -1.02544 0.57899
H -0.51545 -0.46781 1.63533
H -0.15693 -1.57322 0.28397
H -0.84165 1.35760 0.15197
H -0.99583 0.34853 -1.31305
H 1.15841 1.58736 -0.54981
*
```


(8)
Formula: C2H6P2
Source: the Open Molecules 2025 dataset
Level of theory: ωB97M-V with the def2-TZVPD basis set

## Properties
* gap between HOMO and LUMO: 7.657 eV
* E_HOMO: -8.183 eV
* energy: -762.3966 a.u.
* relative energy (zero: lowest compared OMol25 entry of this formula, charge and spin): 118.1 kJ/mol
* LUMO energy: -0.53 eV
* SMILES: [H]/P=C(/C)P

```
! wB97M-V def2-TZVPD RIJCOSX def2/J DEFGRID3
* xyz 0 1
H 2.42222 1.60798 0.08288
P 2.39027 0.29185 -0.19026
C 0.53719 0.15304 -0.22583
C 0.02767 -1.25251 -0.37377
P -0.46421 1.62541 -0.05079
H -0.15170 -1.65668 -1.36853
H -0.97416 -1.40872 0.08225
H 0.87968 -1.92904 0.20253
H 0.00659 2.17109 1.21185
H -1.80334 1.27624 0.58019
*
```


(9)
Formula: C2H6S2
Source: the Open Molecules 2025 dataset
Level of theory: ωB97M-V with the def2-TZVPD basis set

## Properties
* gap between HOMO and LUMO: 9.141 eV
* E_HOMO: -8.697 eV
* energy: -876.1143 a.u.
* relative energy (zero: lowest compared OMol25 entry of this formula, charge and spin): 147.5 kJ/mol
* LUMO energy: 0.44 eV
* SMILES: C=C.SS

```
! wB97M-V def2-TZVPD RIJCOSX def2/J DEFGRID3
* xyz 0 1
C 2.19991 -0.92436 -0.29072
C 2.92762 0.22773 -0.18112
H 1.67595 -1.36900 0.55677
H 2.26184 -1.61663 -1.09732
H 3.01803 0.86473 0.73925
H 3.28845 0.76651 -1.07164
S -1.55822 -0.77896 -0.06818
S -0.85729 1.11548 0.22990
H -2.73411 -0.61628 0.50497
H 0.37287 0.76610 0.61153
*
```